[1]
ORCA calculation (the ωB97M-V functional and the def2-TZVPD basis) on a molecular structure, C5H7NO2.

The maximum force comes out at 7.797 eV/A. For the HOMO energy, the calculation gives -10.34 eV. Its net charge is 0. As for the gap between HOMO and LUMO: 11.09 eV. The LUMO energy is 0.74 eV.

Structure (XYZ):
```
15
Properties=species:S:1:pos:R:3:forces:R:3
C 1.113854 1.459590 1.062883 -3.0 -4.6 -4.8
C 0.051084 -0.433451 0.473777 -1.4 3.1 0.9
C -1.230043 -1.042217 -0.215821 -1.0 0.6 2.9
C -0.334296 -0.780911 -1.425415 -0.6 -1.2 -4.7
C 0.232668 0.519963 -0.688336 -2.4 -0.3 -0.3
H 0.838120 0.290078 2.310820 -3.9 0.6 -1.4
H 1.115856 -0.904442 0.470118 -2.5 -0.5 0.0
H -1.712353 -1.924924 0.372807 1.3 0.8 -2.1
H -2.166762 -0.269542 -0.335928 2.6 -1.5 0.8
H 0.327028 -1.580082 -1.882282 -0.2 0.9 1.5
H -1.012055 -0.656093 -2.300553 0.7 0.7 0.2
H -0.488134 1.480216 -0.761321 0.8 -2.8 0.0
N 0.039578 0.635765 1.495519 3.9 -2.2 4.7
O 1.803558 2.106228 1.665679 4.2 5.1 4.2
O 1.421897 1.099822 -0.241948 1.5 1.3 -1.9
```
Forces are in eV/Å.

=====

[2]
ORCA calculation (the ωB97M-V functional and the def2-TZVPD basis) on a molecular structure, C14H26BeN2OS2.

The maximum force comes out at 1.168 eV/A. For the HOMO energy, the calculation gives -14.84 eV. Its net charge is +2. As for the gap between HOMO and LUMO: 8.46 eV. The LUMO energy is -6.38 eV.

Structure (XYZ):
```
46
Properties=species:S:1:pos:R:3:forces:R:3
Be -0.127526 -0.492905 0.515389 0.6 -0.6 -0.8
S -1.211451 1.520064 -1.920670 0.1 0.2 -0.2
S 1.716296 -1.696626 0.863102 -0.4 -0.2 0.4
C -2.802960 2.186326 -2.502131 -0.2 0.0 0.3
C -1.026852 0.077610 -3.014868 -0.2 -0.1 0.3
C -1.167141 -1.217854 -2.244658 0.0 0.0 -0.1
N -0.103671 -1.366039 -1.211578 0.1 0.1 0.0
C 0.183475 -2.834133 -1.101279 -0.4 0.3 0.3
C 1.463203 -3.062496 -0.328317 0.2 0.1 0.1
H -0.041110 0.113196 -3.505476 -0.4 0.0 0.1
H -1.805862 0.108214 -3.779694 0.2 0.1 0.0
H -1.084077 -2.057548 -2.946129 -0.1 0.2 0.1
H -2.132840 -1.319726 -1.736069 0.0 0.2 -0.2
H 0.239584 -3.281938 -2.106220 0.1 0.2 0.4
H -0.677466 -3.292688 -0.595781 0.2 0.1 -0.1
H 2.320362 -3.074346 -1.015052 -0.1 0.0 0.4
H 1.426975 -4.001510 0.227730 0.2 0.1 -0.1
C 1.188780 -2.416750 2.443957 0.2 -0.3 0.2
H 0.750080 -0.888062 -1.539082 -0.2 -0.3 -0.3
H 0.211641 -2.912284 2.384172 0.3 0.1 -0.1
H 1.133754 -1.600298 3.173459 0.1 -0.2 -0.2
H 1.976764 -3.123107 2.726709 -0.4 0.1 0.2
H -2.901352 3.199783 -2.086698 0.1 -0.4 -0.2
H -3.636968 1.566996 -2.143659 0.2 0.2 -0.2
H -2.803742 2.237702 -3.595777 0.0 0.1 0.3
C 2.572612 0.570234 -2.021059 0.4 0.3 0.4
C 2.581104 1.496563 -1.045874 -0.2 -0.5 -0.4
H 1.920051 0.639754 -2.903220 0.3 0.1 0.5
H 3.327446 -0.237396 -2.024702 -0.5 0.5 0.0
H 1.894810 2.350893 -1.035865 0.2 -0.3 -0.1
H 3.303236 1.445884 -0.222370 -0.2 0.0 -0.4
O -1.658020 -0.588422 1.088137 -0.1 0.5 0.1
C -2.133480 0.782402 1.467852 -0.5 -0.5 -0.4
C -0.909119 1.440318 2.006196 0.9 -0.1 0.6
C -0.889914 2.434706 2.984100 -0.4 -0.2 -0.5
C 0.316850 2.758282 3.599716 0.0 -0.2 -0.1
C 1.476490 2.125584 3.152532 0.2 0.0 -0.4
C 1.409135 1.255074 2.073451 -0.4 -0.1 0.0
N 0.227853 0.867583 1.538320 -0.3 0.6 0.2
H -2.358354 -1.178539 0.773972 0.0 0.3 0.0
H -2.483286 1.287117 0.555350 0.0 -0.3 0.2
H -2.935816 0.652659 2.195811 0.2 0.2 0.0
H -1.830858 2.927253 3.222968 0.3 -0.2 0.3
H 0.354203 3.463017 4.434606 0.0 -0.2 -0.4
H 2.446296 2.321694 3.599106 -0.2 0.1 -0.1
H 2.280865 0.813756 1.599590 0.0 0.1 0.4
```
Forces are in eV/Å.

=====

[3]
ORCA calculation (the ωB97M-V functional and the def2-TZVPD basis) on 9 unconnected molecules or ions with the total composition C18H36O36S9.

The maximum force comes out at 5.012 eV/A. For the HOMO energy, the calculation gives -10.71 eV. Its net charge is 0. Its SMILES is O=S1(=O)OCCO1.O=S1(=O)OCCO1.O=S1(=O)OCCO1.O=S1(=O)OCCO1.O=S1(=O)OCCO1.O=S1(=O)OCCO1.O=S1(=O)OCCO1.O=S1(=O)OCCO1.O=S1(=O)OCCO1. As for the gap between HOMO and LUMO: 10.67 eV. The LUMO energy is -0.05 eV.

Structure (XYZ):
```
99
Properties=species:S:1:pos:R:3:forces:R:3
O -5.272700 2.388194 -2.044350 2.3 -3.9 2.1
S -4.453510 1.272414 -1.452360 -1.3 2.0 -1.3
O -3.062040 1.160784 -1.903330 -2.8 -0.1 1.4
O -4.620320 1.267354 0.201140 0.9 1.8 -2.0
C -5.000580 0.047634 0.728320 -0.3 -2.5 0.1
C -4.982780 -0.968776 -0.475990 1.0 -0.1 2.2
O -5.263650 -0.186226 -1.562540 0.1 2.6 -2.5
H -4.280500 -0.259906 1.486620 0.0 0.0 0.0
H -5.996980 0.070214 1.169670 -0.1 0.5 -0.1
H -5.728620 -1.759366 -0.393510 0.1 0.2 0.0
H -3.970790 -1.361806 -0.573400 0.0 -0.4 0.1
O 4.077350 2.239644 -1.656610 0.0 2.2 -0.2
S 3.646450 3.607304 -1.471550 -1.0 0.9 -0.1
O 2.768100 3.865354 -0.342530 1.4 0.1 -1.7
O 4.867220 4.733104 -1.470020 -0.9 -0.9 0.0
C 4.916890 5.515554 -2.697990 0.8 -0.2 0.7
C 3.553760 5.464424 -3.308380 -0.7 -0.9 0.1
O 2.962750 4.234354 -2.857910 0.4 -1.4 1.2
H 5.152610 6.546634 -2.434550 0.2 -0.2 0.2
H 5.698780 5.092194 -3.328480 -0.1 0.0 0.0
H 3.610120 5.365194 -4.392390 -0.2 0.4 0.1
H 2.919470 6.274984 -2.949540 0.0 0.1 -0.3
O 2.530640 -0.453186 2.166610 -0.5 3.6 1.7
S 2.547550 0.876094 2.829130 -0.1 -0.5 0.4
O 1.372380 1.424674 3.589010 3.5 -1.5 -2.8
O 3.852330 0.864214 3.809680 -1.4 -0.8 0.1
C 4.826230 1.868674 3.567010 -0.9 -0.4 -1.6
C 4.655890 2.123754 2.034350 -0.3 -0.9 1.0
O 3.206790 2.018204 1.775500 -0.2 -0.4 1.6
H 4.554700 2.733994 4.171650 0.5 0.1 0.0
H 5.780020 1.386044 3.780210 0.0 0.5 0.2
H 5.089390 1.309414 1.453800 0.3 0.1 0.1
H 5.134700 3.074844 1.801410 -0.9 0.2 -0.5
O -2.028650 -5.494176 -5.204840 0.1 1.3 -0.8
S -2.559680 -4.343746 -5.892810 -1.9 0.4 0.0
O -2.922920 -4.500876 -7.329950 1.1 1.2 4.1
O -3.856300 -3.847906 -4.992130 -1.0 -1.5 -2.3
C -3.667130 -2.920026 -3.938090 2.5 -0.4 -1.3
C -2.433180 -2.120396 -4.568110 -1.3 0.7 -0.4
O -1.759200 -2.954096 -5.520820 0.6 -2.6 -0.7
H -4.584780 -2.343096 -3.823330 0.3 0.1 0.0
H -3.426930 -3.566086 -3.093690 0.1 0.7 0.5
H -1.693460 -1.661246 -3.912290 -0.2 -0.3 0.1
H -2.807380 -1.398406 -5.293920 -0.5 0.7 0.9
O 0.009570 1.655484 -3.249130 1.7 -0.8 -2.0
S 0.920650 1.173544 -4.292050 0.8 -0.6 1.0
O 1.170150 2.017384 -5.469610 -0.7 -2.4 2.4
O 2.383620 0.715654 -3.665860 -1.6 1.7 -0.4
C 2.472510 -0.655726 -3.295840 0.6 -0.1 0.2
C 1.217430 -1.373496 -3.778190 -0.5 0.9 0.7
O 0.562570 -0.415446 -4.606630 -0.8 1.6 -1.7
H 3.411230 -0.937856 -3.772610 -0.2 -0.6 0.2
H 2.512160 -0.761346 -2.211700 0.4 0.2 0.0
H 0.531680 -1.526776 -2.944910 0.1 -0.3 0.2
H 1.371480 -2.326746 -4.283820 0.0 0.4 -0.4
O 0.947200 -4.928736 1.713050 1.0 -2.0 1.5
S 1.507060 -6.039016 2.458910 0.6 -1.0 -0.3
O 2.838780 -6.594576 2.122570 -3.3 1.4 1.1
O 1.369850 -5.719366 4.080760 1.0 2.6 -2.0
C 1.137520 -6.821666 4.826700 0.2 -2.9 1.3
C 0.498160 -7.858646 3.916430 -0.7 0.0 -1.1
O 0.409540 -7.271986 2.603920 1.1 1.4 -0.7
H 2.023260 -7.356066 5.170190 0.6 0.8 0.2
H 0.532940 -6.649246 5.717120 -0.1 0.6 -0.3
H -0.544600 -8.020266 4.189620 0.3 -0.7 0.0
H 1.150740 -8.726046 3.817100 -0.6 -0.3 0.3
O -1.835770 4.203204 1.417410 -0.9 0.4 -2.4
S -2.595450 4.620314 0.238360 0.6 0.7 -0.5
O -4.036520 4.435734 0.267410 2.7 0.3 -0.6
O -2.208640 6.132814 -0.168380 -1.7 0.1 1.9
C -1.020310 6.203114 -0.901270 0.1 -0.1 -1.2
C -1.086370 5.081964 -1.936200 -1.4 1.4 0.8
O -1.914980 4.153054 -1.201190 -0.1 -2.6 0.4
H -1.154830 7.134434 -1.451400 1.1 0.3 0.6
H -0.163790 5.974894 -0.266930 0.2 0.9 0.1
H -0.082610 4.858834 -2.297850 0.0 -1.3 0.7
H -1.626620 5.402354 -2.827030 -0.4 -0.2 0.1
O 0.188610 0.443834 6.433030 -2.5 -2.3 -1.6
S -0.852340 -0.404766 5.826960 0.9 -1.3 -0.2
O -2.205640 0.100994 5.663810 2.1 -0.9 0.5
O -0.348410 -1.092786 4.439320 1.4 4.0 -0.4
C -0.662410 -2.415686 4.278730 -1.6 -2.0 -0.4
C -0.366830 -2.953396 5.658130 1.3 -0.2 -1.1
O -0.860210 -1.958866 6.490510 -1.5 2.4 2.2
H -1.699900 -2.430426 3.944810 -0.5 -0.5 0.5
H -0.172260 -2.946876 3.462840 0.9 0.6 0.1
H 0.718180 -2.933626 5.760380 0.3 -0.2 0.0
H -0.679180 -3.966436 5.911650 -0.7 0.4 0.1
O 0.039310 -2.325246 0.683580 -1.5 3.4 -1.8
S -0.649760 -1.156946 0.075950 -0.8 0.1 1.7
O -1.548340 -1.428136 -1.063580 2.3 0.7 1.8
O -1.507580 -0.333946 1.182620 -0.7 -1.1 -0.3
C -1.133320 1.061744 1.434050 0.7 -0.8 -0.6
C -0.134290 1.393584 0.284750 -1.9 1.3 1.0
O 0.352780 0.130954 -0.049370 1.6 -2.4 -1.8
H -2.045880 1.654564 1.496580 0.2 -0.1 -0.1
H -0.563260 1.040264 2.362850 -0.4 0.2 0.1
H 0.597340 2.095564 0.684810 0.8 -0.8 0.1
H -0.526220 1.959984 -0.560050 -0.5 -0.6 -0.3
```
Forces are in eV/Å.

=====

[4]
ORCA calculation (the ωB97M-V functional and the def2-TZVPD basis) on a single C3H8N4S molecule.

The maximum force comes out at 1.449 eV/A. For the HOMO energy, the calculation gives -8.48 eV. Its net charge is 0. Its SMILES is [H]/N=C(\N)N(N)C(C)=S. As for the gap between HOMO and LUMO: 9.07 eV. The LUMO energy is 0.59 eV.

Structure (XYZ):
```
16
Properties=species:S:1:pos:R:3:forces:R:3
H -1.704759 1.180866 -1.790873 0.0 -0.1 -0.1
N -1.126108 0.436538 -1.407984 0.2 0.4 0.3
C -0.333469 0.926428 -0.535847 -0.1 -0.4 -0.4
N -0.184139 2.240643 -0.173342 0.0 1.1 -0.5
N 0.518083 0.041621 0.201011 0.2 0.4 0.0
N 1.719994 0.649685 0.650397 -0.1 -0.3 -0.3
C 0.286482 -1.280064 0.465241 0.2 0.0 0.0
C -1.043642 -1.878376 0.106290 0.0 -0.3 0.1
S 1.450547 -2.195198 1.212704 -0.2 0.2 -0.1
H -0.513509 2.956137 -0.851991 0.4 -1.1 0.9
H 0.695925 2.457911 0.298267 -0.5 -0.1 -0.3
H 2.494470 0.175498 0.173819 -0.3 0.1 0.1
H 1.824244 0.376638 1.621721 0.1 0.0 0.2
H -1.088613 -2.845736 0.617694 -0.2 0.3 -0.1
H -1.124831 -2.024928 -0.973223 0.1 0.0 0.2
H -1.870675 -1.217665 0.386116 0.1 -0.2 0.0
```
Forces are in eV/Å.

=====

[5]
ORCA calculation (the ωB97M-V functional and the def2-TZVPD basis) on a molecular structure, C34H32CoN4O5S5.

The maximum force comes out at 0.517 eV/A. For the HOMO energy (spin up / spin down), the calculation gives -3.66 / -5.20 eV. Its net charge is -1. As for the gap between HOMO and LUMO (spin up / spin down): 5.42 / 6.94 eV. As for the spin multiplicity: 5. The LUMO energy (spin up / spin down) is 1.75 / 1.74 eV.

Structure (XYZ):
```
81
Properties=species:S:1:pos:R:3:forces:R:3
Co 0.257430 -0.663201 -1.635403 -0.2 0.2 -0.5
C 2.031567 -2.539278 -5.025570 0.0 0.0 0.0
C 1.756004 -1.606027 -3.879200 0.1 0.1 0.0
N 0.940625 -1.938266 -2.928980 -0.2 -0.1 0.0
N 0.444816 -3.246842 -2.958002 0.1 0.2 0.1
C -0.442095 -3.455727 -2.059102 -0.2 -0.2 0.0
S -1.031929 -2.303238 -0.908041 0.1 0.0 0.1
S -1.226231 -5.031503 -1.942679 0.1 0.1 0.0
C -0.266576 -6.040762 -3.109603 0.0 -0.1 -0.1
C 0.891995 -6.767092 -2.481801 0.0 0.0 0.0
C 2.155837 -6.187210 -2.413900 -0.1 0.0 0.0
C 3.207155 -6.861643 -1.811559 0.0 0.0 0.0
C 3.012396 -8.124868 -1.272019 0.0 0.0 0.0
C 1.757737 -8.712308 -1.340051 0.0 0.0 0.0
C 0.707524 -8.035600 -1.941384 0.0 0.0 0.0
C 2.461790 -0.332131 -3.850288 0.0 -0.1 -0.1
C 3.152141 0.110678 -4.994460 0.0 0.0 0.0
C 3.942805 1.232882 -4.974079 0.0 0.0 0.0
C 4.087336 1.938162 -3.771134 0.0 0.0 0.0
C 3.432013 1.534622 -2.637764 0.0 0.0 -0.1
C 2.575874 0.411160 -2.653057 0.0 0.0 0.1
O 1.947452 0.114458 -1.551712 -0.1 -0.1 0.0
H 1.645320 -3.531749 -4.829865 0.0 0.0 0.0
H 3.099169 -2.586266 -5.230796 0.0 0.0 0.0
H 1.536926 -2.146289 -5.916556 0.0 0.0 0.0
H 0.054883 -5.388199 -3.919027 0.0 0.0 0.0
H -0.987076 -6.755883 -3.507644 0.0 0.0 0.0
H 2.300509 -5.196137 -2.819441 0.0 0.1 0.0
H 4.181410 -6.393286 -1.758183 0.0 0.0 0.0
H 3.833527 -8.647945 -0.799047 0.0 0.0 0.0
H 1.595148 -9.697813 -0.922591 0.0 0.0 0.0
H -0.272764 -8.495799 -1.988327 0.0 0.0 0.0
H 3.047407 -0.435677 -5.921771 0.0 0.0 0.0
H 4.444639 1.565509 -5.872522 0.0 0.0 0.0
H 4.712498 2.822051 -3.738552 0.0 0.0 0.0
H 3.508909 2.086603 -1.711824 0.0 0.0 0.0
S 1.780303 2.328302 0.706803 0.4 0.1 0.2
C 0.377407 2.466872 1.637034 -0.1 0.0 0.0
N -0.480042 3.526064 1.652720 0.0 0.0 -0.1
C -1.349191 3.595245 2.807668 0.0 0.0 0.0
C -2.025201 2.248915 2.998824 0.0 0.0 0.0
N -1.030394 1.199533 3.119648 0.0 0.0 0.1
C -1.467277 -0.061114 3.678036 0.0 0.0 0.0
C -1.607822 0.016620 5.179464 0.0 0.0 0.0
C -2.823374 -0.200590 5.810583 0.0 0.0 0.0
C -2.928839 -0.112958 7.194641 0.0 0.0 0.0
C -1.813355 0.195881 7.954591 0.0 0.0 0.0
C -0.591216 0.417686 7.328132 0.0 0.0 0.0
C -0.489562 0.330035 5.950785 0.0 0.0 0.0
C 0.108310 1.307228 2.378711 0.0 0.1 0.0
S 1.308812 0.108492 2.194404 0.1 -0.1 0.0
C -0.191006 4.710612 0.863033 0.0 0.1 0.0
C -1.454884 5.438611 0.485520 0.0 0.0 0.0
C -1.784080 6.655165 1.070041 0.0 0.0 0.0
C -2.966191 7.305252 0.737394 0.0 0.0 0.0
C -3.829213 6.733194 -0.184694 0.0 0.0 0.0
C -3.504500 5.515924 -0.772469 0.0 0.0 0.0
C -2.323638 4.869567 -0.444281 0.0 0.0 0.1
H -2.102544 4.365165 2.643434 0.0 0.0 0.0
H -0.777163 3.853515 3.711395 0.0 0.0 0.0
H -2.683216 2.045842 2.143849 0.0 0.0 0.0
H -2.628116 2.261219 3.910745 0.0 0.0 0.0
H -0.725182 -0.813904 3.406465 0.0 0.0 0.0
H -2.418810 -0.359245 3.221666 0.0 0.0 0.0
H -3.695877 -0.439623 5.213536 0.0 0.0 0.0
H -3.884107 -0.282508 7.674901 0.0 0.0 0.0
H -1.891624 0.266274 9.032130 0.0 0.0 0.0
H 0.284390 0.658032 7.917880 0.0 0.0 0.0
H 0.457011 0.505166 5.452594 0.0 0.0 0.0
H 0.315357 4.360719 -0.040004 0.0 0.0 0.0
H 0.488169 5.388058 1.400276 0.0 0.0 0.0
H -1.105977 7.098030 1.791934 0.0 0.0 0.0
H -3.211674 8.253601 1.199638 0.0 0.0 0.0
H -4.752350 7.234833 -0.448265 0.0 0.0 0.0
H -4.171032 5.063559 -1.495492 0.0 0.0 0.0
H -2.078372 3.921792 -0.906747 0.0 0.0 0.0
O -0.646168 0.630456 -0.634640 0.1 0.1 0.0
S -1.000248 1.555845 -1.845048 -0.1 -0.5 0.1
O -2.411935 1.852865 -1.807023 0.0 -0.1 -0.1
O -0.627147 0.575104 -2.952805 0.1 0.0 0.1
O -0.144600 2.715286 -1.861073 0.0 0.2 0.0
```
Forces are in eV/Å.